No. 1
C19H22ClNPd as an isolated structure at a distorted geometry, computed with ωB97M-V/def2-TZVPD.

Summary:
Total charge = -2
HOMO (alpha / beta) = 0.2 / -0.5 eV
Energy = -37547.7129 eV
Gap between HOMO and LUMO (alpha / beta) = 4.59 / 5.23 eV
Multiplicity = 3

Last column: Mulliken spin population.
Cartesian coordinates (Å):
C (1.91906, -2.51610, 0.23935)  0.220
C (2.01097, -2.21786, -1.15037)  0.037
C (0.67888, -2.16375, -1.68394)  0.210
H (2.92809, -2.01297, -1.70047)  0.004
C (-0.22881, -2.40465, -0.59855)  0.099
C (0.53775, -2.65347, 0.58309)  0.304
H (0.14668, -2.85587, 1.57054)  -0.091
H (2.74476, -2.54380, 0.94044)  0.003
H (0.39180, -1.90434, -2.69368)  0.037
H (-1.32405, -2.34370, -0.64663)  -0.047
Pd (0.92843, -0.76535, -0.23962)  0.985
Cl (2.73743, 0.59705, 1.00328)  0.080
C (1.16220, 2.19141, -4.73120)  -0.001
C (-0.06862, 1.54389, -5.06195)  0.001
C (0.24218, 0.30951, -5.71392)  0.000
H (-1.06817, 1.93874, -4.88432)  0.000
C (1.66606, 0.19375, -5.78507)  0.000
C (2.23463, 1.35786, -5.17835)  0.000
H (3.29677, 1.58492, -5.10426)  0.000
H (1.26485, 3.16554, -4.25552)  0.000
H (-0.47749, -0.40034, -6.11909)  0.000
H (2.21879, -0.61967, -6.25208)  0.000
C (1.07822, 1.01374, 4.24514)  -0.001
N (-0.14561, 0.33649, 3.94199)  0.001
C (-0.99369, -0.02614, 5.03855)  0.000
C (-0.23389, -0.39234, 2.71395)  0.035
C (-1.21742, 0.19132, 1.73063)  0.018
C (-2.42069, 0.75812, 2.17503)  0.022
C (-3.26309, 1.38396, 1.26264)  -0.009
C (-2.92323, 1.41947, -0.09194)  0.014
C (-1.74560, 0.81801, -0.54725)  -0.073
C (-0.93936, 0.20723, 0.38094)  0.183
H (0.86236, 1.84545, 4.92450)  -0.001
H (1.50398, 1.36500, 3.29346)  0.004
H (1.82862, 0.35741, 4.72236)  -0.002
H (-2.01231, -0.21916, 4.67717)  0.000
H (-0.65990, -0.92227, 5.59885)  0.000
H (-1.01439, 0.81186, 5.75118)  0.000
H (0.76452, -0.32595, 2.24884)  -0.024
H (-0.49501, -1.44672, 2.91800)  -0.002
H (-2.66045, 0.73367, 3.23738)  -0.002
H (-4.17297, 1.85268, 1.63436)  0.000
H (-3.58810, 1.91612, -0.78714)  -0.002
H (-1.49416, 0.84129, -1.60634)  -0.001

=====

No. 2
A 6-piece molecular cluster, C30H35Br2N6O2 overall at a distorted geometry, computed with ωB97M-V/def2-TZVPD.

Summary:
Total charge = +1
HOMO = -9.2 eV
Relative energy (zero: lowest compared OMol25 entry of this formula, charge and spin) = 0.190 eV
Energy = -184787.4597 eV
Gap between HOMO and LUMO = 5.52 eV

Last column: Mulliken charge in e.
Cartesian coordinates (Å):
C (-5.89295, 1.19026, -7.05228)  -1.421
C (-4.46154, 1.07560, -7.47644)  0.734
Br (-3.83206, -0.63599, -7.95677)  -0.272
C (-3.63904, 2.11281, -7.50826)  -0.191
Br (-4.07397, 3.86230, -7.02717)  -0.001
N (-2.25662, 1.90469, -7.93691)  0.204
O (-1.34358, 2.58823, -7.10526)  -0.287
C (-0.40526, 1.63746, -6.57984)  0.402
O (0.25626, 1.00580, -7.32351)  -0.439
C (-0.37898, 1.52566, -5.11886)  0.385
C (-0.73528, 2.63011, -4.34203)  -0.326
C (-0.70349, 2.52649, -2.95822)  -0.821
C (-0.31726, 1.31611, -2.39686)  -0.003
C (0.01439, 0.21220, -3.16993)  -0.906
C (-0.01801, 0.30408, -4.55311)  -0.346
H (-5.97435, 1.72819, -6.11645)  0.430
H (-6.42305, 1.70943, -7.84807)  0.370
H (-6.32596, 0.20087, -6.97075)  0.402
H (-2.08533, 2.20985, -8.90171)  0.292
H (-2.02197, 0.89889, -7.88622)  0.331
H (-1.02880, 3.54912, -4.82580)  0.479
H (-0.95611, 3.39057, -2.36656)  0.430
H (-0.27362, 1.23365, -1.31993)  0.376
H (0.29074, -0.71662, -2.69768)  0.470
H (0.22449, -0.54567, -5.16735)  0.612
N (-0.20002, -2.53544, -6.42430)  -0.014
C (-1.51018, -2.30754, -6.08358)  0.437
C (-1.73083, -2.88004, -4.85900)  -0.359
C (-0.50807, -3.46946, -4.44082)  -0.536
C (0.41570, -3.23982, -5.42557)  -0.545
H (0.24090, -2.23732, -7.27539)  0.198
H (-2.16985, -1.75903, -6.73783)  -0.394
H (-2.66377, -2.87640, -4.32028)  0.426
H (-0.32903, -4.00361, -3.52320)  0.484
H (1.45266, -3.51889, -5.50232)  0.398
N (0.65239, 0.72055, 1.78264)  0.067
C (-0.59120, 1.27708, 1.93745)  -0.633
C (-1.13209, 0.77764, 3.09081)  -0.351
C (-0.17788, -0.11177, 3.65614)  -0.114
C (0.91051, -0.12335, 2.82962)  -1.044
H (1.27938, 0.90374, 1.02210)  0.214
H (-0.98092, 1.97769, 1.21856)  0.423
H (-2.10332, 1.02475, 3.48694)  0.446
H (-0.27432, -0.67772, 4.56802)  0.437
H (1.84210, -0.65823, 2.89865)  0.561
N (3.86840, -2.20017, 4.47371)  0.045
C (3.36276, -3.45859, 4.67114)  -0.527
C (2.97993, -3.55439, 5.98102)  -0.422
C (3.25909, -2.30412, 6.59892)  -0.491
C (3.80309, -1.48988, 5.64443)  -0.412
H (4.22976, -1.85305, 3.60586)  0.210
H (3.32051, -4.17234, 3.86648)  0.390
H (2.54574, -4.42265, 6.44695)  0.419
H (3.07877, -2.03566, 7.62594)  0.416
H (4.14892, -0.47070, 5.69512)  0.372
N (-2.61683, -1.38125, 6.37339)  0.062
C (-3.12295, -2.63748, 6.57043)  -0.502
C (-3.48842, -2.74066, 7.88526)  -0.412
C (-3.19445, -1.49570, 8.50567)  -0.591
C (-2.65994, -0.67831, 7.54698)  -0.269
H (-2.26767, -1.02957, 5.50182)  0.207
H (-3.17802, -3.34598, 5.76197)  0.351
H (-3.91902, -3.61040, 8.35204)  0.390
H (-3.35744, -1.23236, 9.53705)  0.382
H (-2.30742, 0.33753, 7.59809)  0.371
N (5.89202, 1.97482, 4.17915)  0.025
C (6.62215, 3.00541, 4.70586)  -0.537
C (5.87287, 4.14576, 4.60476)  -0.403
C (4.63850, 3.78990, 3.99668)  -0.480
C (4.67917, 2.44490, 3.74838)  -0.352
H (6.19852, 1.02213, 4.11901)  0.204
H (7.60765, 2.83880, 5.10502)  0.374
H (6.17390, 5.12657, 4.93150)  0.392
H (3.81580, 4.44692, 3.76994)  0.389
H (3.95378, 1.78362, 3.30472)  0.393